Record 1
65
Properties=species:S:1:pos:R:3:forces:R:3:mulliken_charge:R:1 method="wB97M-V/def2-TZVPD" charge=-2 de_lowest_kj_mol=0.0 homo_energy_ev=-0.588 orbital_gap_ha=0.174
Pd 2.535 -0.286 0.437 0.05 0.01 -0.11 0.606
I 6.633 0.614 1.138 0.03 -0.01 0.02 -0.005
C 5.485 -0.786 0.094 -0.12 -0.08 -0.01 -0.682
C 5.745 -2.118 0.180 0.08 0.05 0.05 -0.106
C 4.890 -3.007 -0.501 -0.07 -0.06 -0.05 -0.754
C 3.829 -2.490 -1.206 0.03 0.08 0.06 -0.047
N 3.588 -1.171 -1.364 0.04 -0.10 -0.05 -0.553
C 4.368 -0.297 -0.657 0.03 0.14 0.10 0.094
H 6.576 -2.484 0.771 -0.01 -0.01 0.00 0.327
H 5.032 -4.077 -0.438 0.01 0.00 0.01 0.332
H 3.114 -3.146 -1.687 -0.04 -0.03 -0.02 0.318
H 4.386 0.736 -0.989 -0.06 -0.02 -0.04 0.680
O 0.656 -3.296 -0.643 0.03 0.02 -0.05 -0.774
C -0.033 -2.312 -0.456 -0.04 -0.06 0.05 -0.372
N -1.362 -2.251 -0.957 0.01 -0.02 -0.02 -0.247
C -2.043 -1.133 -0.345 0.01 0.02 -0.02 3.960
C -0.831 -0.427 0.361 -0.04 -0.09 -0.10 -1.774
O -1.002 0.635 0.941 0.02 0.06 0.05 -0.688
N 0.281 -1.161 0.222 -0.01 0.13 0.08 0.787
C -2.645 -0.163 -1.346 -0.02 -0.03 0.05 -1.009
C -3.385 0.926 -0.886 0.00 0.03 -0.07 -0.025
C -3.892 1.857 -1.778 0.01 -0.02 0.03 -0.844
C -3.671 1.715 -3.143 0.00 -0.01 0.00 -0.390
C -2.930 0.638 -3.603 0.00 0.01 0.00 -0.803
C -2.416 -0.294 -2.710 0.01 0.00 -0.01 -0.401
C -3.073 -1.608 0.671 0.05 0.03 0.01 -0.411
C -4.305 -2.085 0.224 -0.02 0.01 0.02 -0.160
C -5.237 -2.598 1.114 0.01 0.01 -0.02 -0.769
C -4.952 -2.635 2.473 0.00 0.00 -0.01 -0.365
C -3.731 -2.156 2.927 0.00 0.00 -0.01 -0.888
C -2.797 -1.645 2.034 -0.01 -0.04 0.01 -0.383
H -1.825 -3.147 -0.981 0.01 0.02 0.00 0.324
H -3.529 1.052 0.179 0.00 0.00 0.01 0.425
H -4.447 2.710 -1.404 0.00 0.00 0.00 0.357
H -4.060 2.450 -3.837 0.00 0.00 -0.01 0.371
H -2.731 0.528 -4.663 0.00 0.00 0.00 0.374
H -1.807 -1.118 -3.056 -0.01 0.00 0.00 0.356
H -4.535 -2.036 -0.835 0.00 0.00 0.00 0.405
H -6.188 -2.964 0.745 -0.01 -0.01 0.01 0.366
H -5.678 -3.031 3.173 0.00 0.00 0.00 0.364
H -3.500 -2.177 3.985 0.00 0.00 0.00 0.412
H -1.850 -1.264 2.398 -0.02 0.00 -0.01 0.627
C 0.885 0.495 3.623 0.00 -0.03 0.04 -0.563
C 2.379 0.193 3.616 0.03 -0.02 0.00 -0.376
C 2.729 -0.881 2.659 0.13 -0.17 0.07 0.627
N 3.068 -1.950 2.330 -0.07 0.11 0.00 -0.702
H 0.663 1.259 4.372 0.01 0.00 0.00 0.407
H 0.314 -0.406 3.866 -0.01 0.02 -0.02 0.213
H 0.568 0.858 2.648 -0.02 0.00 -0.03 -0.151
H 2.718 -0.139 4.604 0.01 0.00 -0.01 0.405
H 2.936 1.088 3.337 -0.02 0.02 0.00 0.101
C 0.980 1.671 -2.106 0.03 0.03 -0.03 -0.559
Si 1.375 3.002 -0.831 -0.06 -0.09 -0.01 0.530
C -0.276 3.733 -0.268 0.03 0.01 0.06 -0.863
C 2.225 4.404 -1.792 0.05 -0.02 0.01 -1.196
Se 2.669 2.309 0.840 -0.05 0.06 -0.04 -0.857
H 0.436 2.107 -2.953 -0.02 -0.02 -0.01 0.374
H 0.370 0.878 -1.669 0.02 0.05 0.02 -0.188
H 1.894 1.197 -2.475 -0.01 0.01 0.02 0.246
H -0.870 4.089 -1.118 0.01 -0.02 0.00 0.281
H -0.101 4.571 0.413 -0.01 0.00 -0.01 0.295
H -0.844 2.969 0.266 -0.01 -0.02 -0.01 0.113
H 1.590 4.785 -2.600 -0.01 0.00 0.00 0.313
H 3.162 4.045 -2.225 -0.01 0.01 0.00 0.256
H 2.466 5.228 -1.116 0.00 0.01 -0.01 0.257



Record 2
10
Properties=species:S:1:pos:R:3:forces:R:3:mulliken_charge:R:1 method="wB97M-V/def2-TZVPD" de_lowest_kj_mol=147.2 homo_energy_ev="-5.847 / -9.079" spin_multiplicity=3 orbital_gap_ha="0.239 / 0.230" s2=2.0133
C -1.961 -0.624 -0.430 3.85 0.83 -0.65 -0.109
C 1.453 -0.014 0.192 -0.98 1.42 0.95 -0.770
N 0.227 0.806 -0.005 -1.50 -2.09 0.28 -0.375
O -3.123 -0.999 -0.472 -2.84 -0.81 0.06 -0.346
S -1.324 0.588 0.781 2.08 -0.20 -0.49 0.049
H -1.057 -0.944 -0.990 -0.96 -0.23 0.16 0.347
H 1.229 -0.909 0.698 -0.29 -1.27 0.51 0.308
H 1.959 -0.200 -0.725 0.15 -0.17 -0.86 0.272
H 2.099 0.576 0.838 0.36 -0.18 0.08 0.342
H 0.499 1.719 0.115 0.13 2.68 -0.05 0.284



Record 3
14
Properties=species:S:1:pos:R:3:forces:R:3:mulliken_charge:R:1 method="wB97M-V/def2-TZVPD" de_lowest_kj_mol=0.0 homo_energy_ev=-12.270 orbital_gap_ha=0.441
O 1.647 -2.790 0.970 -1.22 3.45 -1.16 -0.531
O 2.928 -1.254 -0.403 -2.19 0.94 0.68 -0.528
O -2.961 1.753 0.232 2.90 -1.56 -0.18 -0.513
O -1.188 2.564 -1.235 0.28 -1.67 1.53 -0.516
O 0.432 -1.479 -0.859 0.44 0.75 1.66 -0.263
O -1.406 0.045 -1.034 0.44 1.50 1.44 -0.313
O 1.250 -0.193 1.238 -0.42 -1.30 -1.19 -0.282
O -0.436 1.427 0.913 -1.44 -0.02 -0.71 -0.267
C -0.038 -0.164 -0.675 -1.20 -0.56 -0.34 -0.024
C -0.077 0.084 0.822 1.23 -0.28 -0.91 0.232
S 1.664 -1.500 0.256 3.75 -4.42 0.73 1.082
S -1.609 1.563 -0.277 -2.69 2.92 -2.00 1.091
H 0.596 0.518 -1.218 0.30 0.47 -0.13 0.440
H -0.804 -0.576 1.269 -0.19 -0.22 0.58 0.391



Record 4
45
Properties=species:S:1:pos:R:3:forces:R:3:mulliken_charge:R:1 method="wB97M-V/def2-TZVPD" de_lowest_kj_mol=206.8 homo_energy_ev=-8.908 smiles="Cc1nnc2ccc(C(=O)NC3CN(c4ncc(C#N)cc4Cl)C3)cc2c1C" orbital_gap_ha=0.303
C 0.407 7.632 0.262 -1.19 -0.99 0.33 -1.355
C -0.337 6.272 0.440 0.95 -0.91 -0.42 0.584
N -1.659 6.349 0.495 -1.89 -0.73 0.50 -0.595
N -2.408 5.275 0.628 -0.83 1.98 -0.39 -0.568
C -1.909 4.047 0.745 0.13 0.75 -0.01 -0.310
C -2.747 2.988 1.086 -0.64 -0.82 0.70 -0.350
C -2.160 1.797 1.389 -0.46 -0.13 -0.88 -0.836
C -0.802 1.517 1.140 -0.53 0.60 0.36 0.078
C -0.236 0.158 1.132 4.33 -0.28 0.44 0.067
O 1.037 0.080 1.219 -3.58 -0.43 -0.24 -0.704
N -1.030 -0.949 0.983 -0.79 0.17 -0.51 -0.249
C -0.385 -2.178 0.588 1.16 -0.51 -0.79 -0.190
C -1.125 -3.506 0.498 0.61 -0.14 1.87 -0.699
N -0.787 -3.696 -0.898 -0.69 -0.74 -1.07 -0.081
C 0.000 -4.824 -1.121 3.63 -1.38 -0.33 0.303
N 1.128 -4.856 -0.339 -1.83 0.41 0.58 -0.381
C 2.001 -5.843 -0.307 -2.51 -0.23 -3.23 -0.614
C 1.890 -6.819 -1.288 -0.62 -0.54 0.44 0.554
C 2.764 -7.945 -1.269 1.11 -1.79 -0.70 -0.045
N 3.428 -8.896 -1.354 -0.86 1.40 0.32 -0.475
C 0.817 -6.779 -2.187 0.24 -2.83 -2.40 -0.071
C -0.127 -5.822 -2.180 -0.03 3.96 2.97 0.060
Cl -1.231 -5.437 -3.390 -0.80 -0.56 -0.83 -0.171
C -0.112 -2.410 -0.946 0.84 2.96 -0.36 -0.610
C 0.011 2.581 0.873 -0.46 -1.06 -0.27 -0.504
C -0.553 3.823 0.652 2.62 2.81 -0.61 1.162
C 0.271 4.999 0.367 0.29 1.10 1.01 0.830
C 1.802 5.060 0.140 -2.24 -0.19 -1.33 -1.604
H 0.722 7.568 -0.767 0.69 0.49 -0.35 0.406
H 1.237 7.757 0.968 -0.14 -0.08 -0.39 0.330
H -0.280 8.500 0.330 0.21 -0.80 0.17 0.325
H -3.827 3.107 1.192 0.42 0.25 0.06 0.441
H -2.767 1.025 1.776 -0.69 -0.89 0.23 0.607
H -1.958 -0.799 0.542 0.95 0.00 0.62 0.373
H 0.533 -2.385 1.169 -0.46 0.85 -0.35 0.288
H -0.741 -4.253 1.219 -0.09 0.21 -0.61 0.274
H -2.144 -3.416 0.661 -2.33 0.05 0.15 0.410
H 2.751 -5.899 0.383 1.89 0.33 1.81 0.544
H 0.650 -7.562 -3.019 0.85 1.11 1.52 0.311
H 0.955 -2.361 -1.135 0.32 -0.83 -0.09 0.276
H -0.472 -1.601 -1.681 -0.38 -1.31 1.07 0.328
H 1.051 2.455 0.824 1.24 -0.31 -0.27 0.709
H 2.318 4.976 1.061 0.70 -0.02 0.85 0.327
H 2.048 4.229 -0.522 0.46 0.12 0.01 0.466
H 1.976 6.041 -0.357 0.38 -1.08 0.42 0.361



Record 5
120
Properties=species:S:1:pos:R:3:forces:R:3:mulliken_charge:R:1 method="wB97M-V/def2-TZVPD" charge=+1 homo_energy_ev="-10.030 / -10.043" spin_multiplicity=2 orbital_gap_ha="0.223 / 0.219" s2=0.7623
Tc 0.403 0.097 0.845 0.86 1.01 -1.40 0.140
F -3.288 -3.254 -2.211 0.03 0.03 0.09 -0.220
C -2.760 -2.706 -1.121 0.04 -0.14 -0.15 0.497
F -3.733 -2.102 -0.427 -0.08 0.09 0.05 -0.157
F -2.234 -3.651 -0.360 -0.05 0.04 -0.02 -0.139
S -1.510 -1.435 -1.618 -0.15 0.20 -0.05 0.610
O -1.053 -1.035 -0.271 0.16 -0.34 0.17 -0.064
O -2.285 -0.432 -2.295 0.06 0.01 0.02 -0.679
N -0.458 -2.058 -2.522 -0.16 -0.01 -0.08 -0.336
S 0.820 -2.967 -1.991 0.07 -0.03 0.02 0.632
O 0.452 -3.810 -0.852 0.14 -0.06 0.14 -0.530
O 2.183 -1.362 -4.313 0.03 0.03 -0.10 -0.378
C 0.677 -4.147 -3.453 0.12 -0.10 -0.03 0.426
F -0.325 -4.994 -3.272 0.00 0.08 0.04 -0.195
F 0.505 -3.523 -4.620 0.00 -0.01 -0.03 -0.201
F 1.823 -4.840 -3.513 -0.08 0.06 0.04 -0.236
Cl -2.759 -5.171 3.892 0.03 0.03 -0.02 -0.261
C -1.565 -4.103 3.233 0.05 -0.08 0.00 0.407
C -0.345 -4.589 2.858 0.02 -0.01 0.01 -0.293
C 0.651 -3.747 2.318 0.10 -0.19 0.13 -0.166
I 2.541 -4.513 1.974 -0.01 0.01 -0.09 0.113
C 0.394 -2.420 2.101 -0.04 0.22 -0.22 -0.045
O 1.243 -1.523 1.600 -0.15 -0.32 0.23 -0.691
C -0.855 -1.918 2.530 -0.18 0.08 0.09 0.309
N -1.007 -0.565 2.379 -0.19 -0.16 0.13 0.120
C -2.091 0.005 2.853 0.05 0.08 0.08 -0.749
C -3.132 -0.721 3.449 0.03 -0.06 0.01 -1.390
C -3.021 -2.081 3.560 0.01 0.07 -0.01 -1.042
C -1.847 -2.724 3.115 0.02 0.12 -0.04 0.486
H -0.132 -5.641 2.989 0.00 0.00 -0.01 0.440
H -2.158 1.079 2.750 -0.01 -0.08 0.06 1.204
H -4.010 -0.195 3.795 0.00 0.01 0.01 0.569
H -3.813 -2.669 4.003 0.00 -0.01 0.00 0.480
O -0.812 1.691 0.211 -0.20 -0.28 0.48 0.665
P -1.672 2.895 0.564 0.04 0.18 -0.16 1.907
C -0.976 3.867 1.906 0.06 0.03 -0.09 0.560
C -1.473 3.859 3.207 -0.05 -0.09 -0.01 -0.646
C -0.819 4.563 4.209 0.01 -0.01 -0.01 -0.920
C 0.333 5.277 3.918 0.00 0.00 0.02 -0.726
C 0.834 5.297 2.623 0.00 -0.02 -0.01 -0.750
C 0.183 4.597 1.622 0.00 -0.01 -0.01 -0.462
C -3.346 2.394 0.946 -0.02 -0.02 -0.06 0.480
C -4.275 3.281 1.494 0.04 0.01 -0.03 -0.837
C -5.585 2.874 1.676 -0.02 -0.01 0.01 -0.809
C -5.974 1.594 1.299 0.00 0.02 0.01 -0.629
C -5.059 0.720 0.733 0.04 0.00 -0.03 -0.546
C -3.741 1.117 0.553 -0.09 0.03 -0.06 0.152
C -1.780 3.934 -0.892 -0.06 0.09 0.06 0.701
C -1.916 3.300 -2.127 -0.01 -0.10 0.02 -0.200
C -2.135 4.058 -3.266 -0.02 0.03 0.00 -0.783
C -2.224 5.440 -3.176 0.01 0.01 0.02 -0.741
C -2.103 6.072 -1.946 0.01 0.00 -0.04 -0.845
C -1.890 5.320 -0.800 0.04 -0.02 -0.03 -0.631
H -2.378 3.316 3.448 -0.02 -0.03 -0.02 0.367
H -1.213 4.554 5.216 -0.01 0.00 0.01 0.472
H 0.839 5.825 4.701 0.00 0.00 0.01 0.428
H 1.727 5.862 2.394 0.01 0.01 0.00 0.478
H 0.564 4.629 0.609 0.02 -0.01 -0.01 0.400
H -3.984 4.289 1.764 0.02 0.01 0.02 0.489
H -6.306 3.558 2.104 -0.01 0.01 0.01 0.468
H -7.001 1.284 1.438 -0.02 0.00 0.00 0.446
H -5.364 -0.269 0.423 -0.01 -0.01 0.00 0.578
H -3.026 0.441 0.101 -0.01 0.01 0.01 -0.281
H -1.880 2.217 -2.188 -0.01 -0.01 -0.02 0.378
H -2.254 3.570 -4.224 -0.02 0.01 0.02 0.569
H -2.399 6.027 -4.068 0.00 0.01 -0.01 0.432
H -2.181 7.148 -1.877 0.00 0.01 0.00 0.474
H -1.803 5.818 0.157 -0.01 0.00 0.02 0.409
N 1.552 0.303 -0.532 -0.30 -0.46 0.72 1.174
P 2.758 0.595 -1.586 0.01 0.15 -0.19 -1.692
N 3.432 2.071 -1.300 -0.03 -0.03 0.02 0.495
C 2.599 3.253 -1.549 -0.01 0.06 -0.02 0.666
C 3.473 4.422 -1.994 0.01 -0.01 0.00 -0.992
C 4.812 4.416 -1.239 0.02 0.00 -0.01 -0.755
C 4.666 3.694 0.095 0.01 -0.01 0.03 -0.585
C 4.330 2.219 -0.135 0.04 0.06 0.01 -0.378
N 2.092 0.666 -3.081 -0.20 -0.01 0.00 0.918
C 0.674 1.040 -3.278 0.09 0.05 0.07 0.148
C 0.531 1.922 -4.507 0.03 0.01 -0.01 -0.448
C 1.068 1.188 -5.730 0.01 -0.02 -0.01 -0.926
C 2.513 0.757 -5.494 -0.01 -0.04 0.01 -1.220
C 2.686 -0.054 -4.213 0.11 0.00 0.02 -0.600
N 3.948 -0.499 -1.449 -0.08 0.15 0.14 1.527
C 5.288 -0.265 -2.010 0.08 0.04 0.05 -1.286
C 5.771 -1.495 -2.761 -0.01 -0.02 -0.02 -0.639
C 5.806 -2.687 -1.812 0.01 -0.02 0.00 -1.029
C 4.435 -2.897 -1.179 -0.01 -0.03 0.00 -0.170
C 3.905 -1.637 -0.510 -0.04 -0.10 -0.03 0.290
H 2.052 3.499 -0.630 -0.02 0.03 -0.01 0.109
H 1.851 3.022 -2.305 0.07 0.04 0.02 -0.846
H 2.929 5.353 -1.817 0.00 0.01 0.01 0.455
H 3.650 4.357 -3.069 -0.01 0.01 -0.01 0.354
H 5.173 5.433 -1.090 0.01 0.00 0.00 0.446
H 5.569 3.900 -1.835 0.00 0.00 0.00 0.288
H 3.891 4.173 0.700 -0.01 0.00 -0.02 0.017
H 5.589 3.750 0.673 -0.01 0.00 0.02 0.510
H 3.888 1.790 0.766 -0.03 -0.04 0.06 0.129
H 5.248 1.670 -0.340 -0.01 0.04 -0.01 0.112
H 0.301 1.528 -2.376 0.05 0.01 -0.02 -0.060
H 0.084 0.136 -3.402 -0.11 -0.13 -0.02 0.235
H 1.089 2.855 -4.365 -0.04 0.02 -0.01 0.221
H -0.520 2.182 -4.643 0.07 -0.04 0.01 0.035
H 1.013 1.818 -6.618 0.00 -0.01 -0.01 0.518
H 0.434 0.318 -5.937 0.00 0.00 0.02 0.329
H 3.147 1.645 -5.418 0.01 0.01 0.02 0.403
H 2.886 0.155 -6.323 0.01 0.01 0.00 0.492
H 3.748 -0.178 -4.015 -0.05 0.05 0.00 0.131
H 1.322 -1.363 -4.750 0.01 -0.03 0.02 0.481
H 5.980 -0.076 -1.178 -0.01 0.00 -0.03 0.547
H 5.279 0.634 -2.628 -0.04 -0.03 -0.04 0.433
H 6.759 -1.294 -3.179 0.01 0.00 0.00 0.458
H 5.095 -1.713 -3.592 0.03 0.00 -0.01 0.309
H 6.554 -2.509 -1.032 0.00 0.02 0.00 0.338
H 6.112 -3.587 -2.344 0.01 -0.01 0.01 0.474
H 4.475 -3.687 -0.430 -0.02 -0.04 0.01 0.288
H 3.728 -3.215 -1.948 -0.05 0.01 -0.04 -0.192
H 4.525 -1.383 0.360 -0.02 0.00 -0.01 0.166
H 2.887 -1.787 -0.156 0.02 0.02 0.01 -0.588
O 2.068 1.900 2.666 0.05 0.03 0.03 -0.326
C 1.464 1.215 1.995 -0.05 -0.11 0.03 0.523



Looking at max |F| for the records above, in order, we have 0.2; 4.0; 5.8; 5.0; 1.9 eV/A.